(1)
{"formula": "C45H59BBr2Cl2KN6OP2", "method": "ωB97M-V/def2-TZVPD", "orbital_gap_ev": 4.6, "homo_ev": -2.7, "lumo_ev": 1.8237, "relative_energy_kcal_mol": 10.9, "total_charge": -1, "total_energy_ha": -9529.881886, "multiplicity": 1, "species": ["K", "C", "C", "C", "C", "P", "C", "N", "B", "N", "C", "P", "C", "C", "C", "C", "C", "C", "C", "C", "C", "C", "C", "C", "C", "C", "C", "C", "C", "C", "H", "H", "H", "H", "H", "H", "H", "H", "H", "H", "H", "H", "H", "H", "H", "H", "H", "H", "H", "H", "H", "H", "H", "H", "H", "H", "H", "H", "H", "H", "H", "H", "H", "H", "H", "H", "H", "H", "H", "H", "H", "H", "H", "H", "Cl", "C", "Cl", "H", "H", "Br", "C", "C", "C", "C", "C", "C", "N", "N", "C", "C", "C", "C", "O", "C", "N", "C", "C", "C", "C", "H", "H", "H", "H", "H", "H", "H", "H", "H", "Br", "C", "C", "C", "C", "C", "N", "H", "H", "H", "H"], "coordinates": [[0.294, 1.723, -0.450], [0.031, -0.683, 1.371], [0.481, -2.108, 1.697], [1.336, -2.088, 2.969], [-0.799, -2.907, 1.936], [1.634, -2.712, 0.318], [1.155, -2.000, -1.355], [-0.171, -1.772, -1.918], [-0.959, -0.529, -1.684], [-1.958, -0.644, -2.757], [-3.022, 0.305, -3.011], [-3.340, 1.355, -1.487], [-4.682, 0.317, -0.643], [-6.039, 0.232, -1.338], [-4.865, 0.897, 0.767], [-4.126, -1.108, -0.476], [-4.178, 2.832, -2.362], [-4.755, 3.757, -1.287], [-2.999, 3.562, -3.036], [-5.244, 2.570, -3.435], [-1.741, -1.750, -3.566], [-2.385, -2.178, -4.714], [-1.925, -3.335, -5.358], [-0.838, -4.031, -4.854], [-0.178, -3.595, -3.695], [-0.627, -2.453, -3.049], [1.397, -4.563, 0.095], [0.020, -5.043, -0.381], [2.444, -4.971, -0.957], [1.789, -5.257, 1.405], [-0.459, -0.240, 2.251], [-0.668, -0.690, 0.534], [0.872, -0.036, 1.092], [0.725, -1.757, 3.818], [2.166, -1.387, 2.856], [1.758, -3.070, 3.209], [-1.417, -2.366, 2.665], [-0.614, -3.902, 2.342], [-1.382, -3.002, 1.018], [1.746, -2.609, -2.046], [1.668, -1.040, -1.322], [-3.938, -0.227, -3.293], [-2.770, 0.968, -3.845], [-6.605, 1.161, -1.233], [-6.633, -0.569, -0.878], [-5.949, 0.003, -2.401], [-5.273, 1.912, 0.744], [-3.909, 0.919, 1.298], [-5.558, 0.271, 1.343], [-4.027, -1.631, -1.430], [-4.817, -1.682, 0.157], [-3.140, -1.101, -0.007], [-4.015, 3.963, -0.507], [-5.644, 3.325, -0.819], [-5.049, 4.715, -1.736], [-2.096, 3.530, -2.420], [-3.257, 4.616, -3.202], [-2.755, 3.125, -4.007], [-6.218, 2.346, -3.003], [-4.966, 1.747, -4.098], [-5.363, 3.466, -4.060], [-3.219, -1.617, -5.120], [-2.414, -3.678, -6.262], [-0.488, -4.923, -5.361], [0.672, -4.150, -3.320], [-0.396, -4.391, -1.151], [-0.697, -5.099, 0.436], [0.108, -6.049, -0.810], [2.141, -4.691, -1.966], [2.569, -6.060, -0.942], [3.416, -4.512, -0.755], [1.103, -5.026, 2.220], [2.796, -4.963, 1.716], [1.783, -6.345, 1.262], [-2.232, 1.783, 3.768], [-2.530, 3.194, 2.739], [-1.531, 3.214, 1.281], [-2.299, 4.078, 3.317], [-3.568, 3.176, 2.430], [2.388, -1.146, 8.120], [3.675, -0.587, 6.839], [3.719, -1.204, 5.600], [4.640, -0.777, 4.654], [5.543, 0.244, 4.952], [5.495, 0.826, 6.215], [4.555, 0.431, 7.155], [6.657, 0.566, 4.120], [6.601, 0.608, 2.865], [5.445, 0.769, 2.089], [5.592, 0.275, 0.789], [4.605, 0.319, -0.166], [3.355, 0.937, 0.090], [2.437, 1.017, -0.760], [3.193, 1.536, 1.439], [2.026, 2.195, 1.655], [1.861, 2.839, 2.789], [2.880, 2.961, 3.744], [4.064, 2.310, 3.535], [4.234, 1.488, 2.397], [3.035, -2.008, 5.370], [4.678, -1.255, 3.682], [6.212, 1.605, 6.453], [4.519, 0.901, 8.129], [6.542, -0.199, 0.564], [4.758, -0.106, -1.150], [0.901, 3.326, 2.937], [2.733, 3.579, 4.622], [4.879, 2.448, 4.227], [-0.203, 5.651, -0.961], [0.680, 4.786, -2.412], [1.181, 5.557, -3.452], [1.872, 4.892, -4.447], [2.048, 3.524, -4.352], [1.489, 2.857, -3.271], [0.786, 3.482, -2.322], [1.039, 6.627, -3.464], [2.279, 5.442, -5.287], [2.613, 2.976, -5.094], [1.617, 1.784, -3.142]]}



(2)
{"formula": "C2H4N2O2S", "method": "ωB97M-V/def2-TZVPD", "orbital_gap_ev": [8.4, 8.4], "homo_ev": [-9.7, -9.7], "lumo_ev": [-1.3504, -1.3535], "relative_energy_kcal_mol": 86.4, "total_charge": 0, "total_energy_ha": -736.667266, "multiplicity": 1, "species": ["C", "C", "N", "N", "O", "O", "S", "H", "H", "H", "H"], "coordinates": [[0.731, 0.464, 0.818], [0.517, -1.022, 0.631], [-0.308, 1.210, 0.250], [-1.110, -0.944, -0.935], [1.630, 0.903, 1.474], [0.328, 0.604, -2.232], [-0.852, 0.627, -1.442], [1.296, -1.564, 0.109], [0.055, -1.645, 1.413], [-0.235, 2.182, 0.459], [-2.051, -0.816, -0.546]]}



(3)
{"formula": "C6H6N", "method": "ωB97M-V/def2-TZVPD", "orbital_gap_ev": 9.7, "smiles": "C1=C[C@@]23C=[N+]2[C@H]3C1", "homo_ev": -15.1, "lumo_ev": -5.4192, "relative_energy_kcal_mol": 75.7, "total_charge": 1, "total_energy_ha": -286.514641, "multiplicity": 1, "species": ["C", "C", "C", "C", "N", "C", "C", "H", "H", "H", "H", "H", "H"], "coordinates": [[-1.569, 0.434, 0.106], [-0.682, 1.389, 0.082], [0.842, 0.583, -0.402], [2.207, 0.448, 0.070], [1.580, -0.561, 0.617], [0.483, -0.863, -0.284], [-0.949, -0.971, 0.080], [-2.496, 0.725, 0.370], [-0.631, 2.451, 0.017], [3.150, 0.956, 0.071], [0.631, -1.555, -1.187], [-1.107, -1.399, 1.013], [-1.459, -1.637, -0.553]]}



(4)
{"formula": "CH3NO", "method": "ωB97M-V/def2-TZVPD", "orbital_gap_ev": 11.0, "smiles": "C=NO", "homo_ev": -10.2, "lumo_ev": 0.8210, "relative_energy_kcal_mol": 76.3, "total_charge": 0, "total_energy_ha": -169.785943, "multiplicity": 1, "species": ["C", "N", "O", "H", "H", "H"], "coordinates": [[0.608, -0.047, 0.920], [0.074, 0.515, -0.059], [-0.596, -0.249, -0.964], [0.417, -1.032, 1.266], [1.272, 0.573, 1.507], [-1.093, -0.867, -0.166]]}



(5)
{"formula": "C2HNOS", "method": "ωB97M-V/def2-TZVPD", "orbital_gap_ev": 11.0, "smiles": "O=C=S.C#N", "homo_ev": -10.3, "lumo_ev": 0.6702, "relative_energy_kcal_mol": 7.0, "total_charge": 0, "total_energy_ha": -604.975742, "multiplicity": 1, "species": ["O", "C", "S", "C", "N", "H"], "coordinates": [[1.265, -1.836, 0.990], [1.470, -0.739, 0.703], [1.791, 0.741, 0.363], [-1.485, 0.617, -0.771], [-1.251, -0.041, 0.191], [-1.790, 1.257, -1.476]]}



(6)
{"formula": "C6H9N3", "method": "ωB97M-V/def2-TZVPD", "orbital_gap_ev": 9.6, "smiles": "[H]/N=C1\\CC=C[C@H]2CN2N1", "homo_ev": -8.6, "lumo_ev": 1.0322, "relative_energy_kcal_mol": 68.2, "total_charge": 0, "total_energy_ha": -398.166702, "multiplicity": 1, "species": ["H", "N", "C", "C", "C", "C", "C", "C", "N", "N", "H", "H", "H", "H", "H", "H", "H", "H"], "coordinates": [[-1.534, -1.859, -2.014], [-1.303, -0.853, -2.119], [-0.344, -0.580, -1.341], [0.339, -1.560, -0.370], [0.324, -1.339, 1.103], [0.065, -0.183, 1.780], [-0.166, 0.994, 0.899], [0.561, 2.283, 0.455], [0.765, 1.032, -0.213], [0.161, 0.704, -1.406], [1.387, -1.655, -0.696], [-0.023, -2.552, -0.588], [0.538, -2.294, 1.612], [-0.112, -0.157, 2.823], [-1.236, 1.068, 0.703], [1.413, 2.686, 1.010], [-0.178, 2.984, 0.050], [-0.657, 1.279, -1.687]]}